# 1
DFT (ωB97M-V/def2-TZVPD) results for 2 unconnected molecules or ions with the total composition C15H7N6O6.

The calculation puts the lowest unoccupied orbital energy at 0.42 eV. The value obtained for the HOMO-LUMO gap is 4.88 eV. As for the net charge: -1. The energy above the lowest of the compared OMol25 structures with the same formula, charge and spin is 0.00 kcal/mol. The HOMO energy is -4.46 eV.

Geometry (Å):
C: -0.760 0.997 1.666
C: -1.008 2.353 1.978
N: -1.200 3.479 2.246
C: 0.495 0.406 2.121
C: 0.672 -1.002 2.088
C: 1.910 -1.558 2.402
C: 2.977 -0.735 2.795
C: 2.795 0.654 2.887
C: 1.565 1.224 2.567
C: -1.897 0.171 1.578
N: -2.831 -0.538 1.524
H: -0.174 -1.642 1.816
H: 2.041 -2.641 2.340
H: 3.952 -1.173 3.018
H: 3.616 1.299 3.208
H: 1.416 2.305 2.649
O: 0.402 -3.075 -3.915
N: -0.676 -2.583 -3.541
O: -1.787 -3.117 -3.766
C: -0.715 -1.339 -2.782
C: -1.948 -0.860 -2.346
C: -2.013 0.297 -1.538
N: -3.306 0.900 -1.291
O: -4.327 0.317 -1.701
O: -3.349 1.983 -0.673
C: -0.863 0.954 -1.055
C: 0.340 0.509 -1.561
N: 1.635 1.043 -1.412
O: 2.056 2.020 -0.810
O: 2.477 0.245 -2.193
N: 1.779 -0.785 -2.800
C: 0.487 -0.602 -2.417
H: -2.872 -1.352 -2.647
H: -0.889 1.846 -0.434

Cartesian forces, eV/Å:
C -0.13 -0.26 0.63
C -0.47 1.93 0.42
N 0.41 -1.78 -0.56
C 0.55 -0.29 0.00
C 0.20 0.45 -0.04
C 0.12 0.39 0.15
C -0.05 0.02 -0.12
C -0.33 -0.34 -0.07
C -0.11 -0.46 -0.15
C -1.52 -1.06 0.23
N 1.44 0.98 -0.21
H 0.34 0.24 0.02
H 0.00 0.31 0.06
H -0.31 0.12 -0.03
H -0.20 -0.22 -0.08
H 0.07 -0.38 -0.11
O -1.56 1.28 0.82
N -0.67 -1.46 -0.79
O 1.87 0.79 0.26
C -0.09 0.39 0.53
C 0.88 -0.15 -0.24
C 1.15 0.47 0.24
N -1.97 0.93 0.94
O 1.69 0.69 0.36
O 0.41 -1.85 -1.12
C -1.57 0.93 0.03
C 2.71 -0.15 -0.27
N -1.73 -0.35 -0.05
O -0.21 -1.13 -0.75
O -0.52 0.45 0.61
N -1.92 0.51 0.70
C 1.44 -0.99 -0.93
H 0.35 0.11 0.12
H -0.27 -0.15 -0.59

# 2
DFT (ωB97M-V/def2-TZVPD) results for a molecular structure, C28H31FeN6O2SSe.

The calculation puts the lowest unoccupied orbital energy (spin up / spin down) at -5.63 / -9.31 eV. The value obtained for the HOMO-LUMO gap (spin up / spin down) is 7.05 / 3.38 eV. As for the net charge: +2. The energy above the lowest of the compared OMol25 structures with the same formula, charge and spin is 0.00 kcal/mol. The spin multiplicity is 6. The HOMO energy (spin up / spin down) is -12.68 / -12.70 eV.

Geometry (Å):
Fe: -0.707 0.966 0.520
C: -2.894 1.552 -3.819
C: -1.464 1.775 -3.310
C: -0.598 0.506 -3.562
C: -1.395 2.212 -1.877
C: -2.513 2.327 -1.044
C: -2.441 2.897 0.225
C: -1.189 3.472 0.662
C: -0.888 4.082 2.027
C: -0.068 3.389 -0.172
C: -0.151 2.678 -1.395
H: -2.881 1.407 -4.861
H: -3.655 2.284 -3.603
H: -3.147 0.567 -3.390
H: -1.045 2.613 -3.855
H: -1.076 -0.262 -3.026
H: 0.385 0.710 -3.053
H: -0.584 0.222 -4.666
H: -3.489 1.975 -1.405
H: -3.392 2.909 0.811
H: -1.108 5.178 2.002
H: 0.166 4.115 2.243
H: -1.451 3.594 2.869
H: 0.840 3.806 0.206
H: 0.726 2.548 -2.039
N: 6.894 1.381 1.802
C: 5.594 0.943 1.700
C: 4.786 1.558 0.796
C: 3.587 1.038 0.534
C: 3.183 -0.158 1.096
C: 4.014 -0.904 1.895
C: 5.235 -0.295 2.303
S: 1.416 -0.614 0.980
O: 1.512 -1.996 1.360
O: 0.954 -0.222 -0.428
N: 0.587 0.479 1.815
C: 0.601 0.516 3.198
N: 1.534 -0.087 3.896
C: 1.443 0.050 5.204
C: 0.384 0.738 5.759
C: -0.538 1.385 4.897
N: -0.408 1.206 3.602
H: 7.235 2.260 1.388
H: 7.390 1.226 2.650
H: 5.059 2.499 0.424
H: 2.938 1.693 -0.042
H: 3.678 -1.754 2.412
H: 5.747 -0.734 3.143
H: 2.221 -0.440 5.779
H: 0.250 0.906 6.836
H: -1.300 2.049 5.281
C: -4.173 -3.272 -0.314
N: -2.878 -3.103 -0.864
C: -2.002 -2.201 -0.397
Se: -2.360 -0.861 0.817
N: -0.858 -2.419 -1.052
C: -0.982 -3.367 -2.055
C: -0.118 -3.951 -2.916
C: -0.644 -4.907 -3.737
C: -1.979 -5.317 -3.692
C: -2.852 -4.791 -2.787
C: -2.321 -3.810 -1.960
H: -4.972 -2.746 -0.920
H: -4.187 -2.783 0.661
H: -4.504 -4.321 -0.259
H: 0.064 -1.891 -0.972
H: 0.930 -3.704 -2.942
H: -0.027 -5.470 -4.462
H: -2.244 -6.152 -4.316
H: -3.869 -5.180 -2.600

Cartesian forces, eV/Å:
Fe -1.83 1.17 -1.46
C 0.70 -1.38 1.33
C -0.36 -0.07 -0.66
C 0.48 1.74 -0.73
C 0.50 0.39 0.46
C -0.37 -0.12 -0.35
C 0.56 0.52 0.77
C -0.41 -0.60 0.85
C -1.71 0.98 0.29
C -0.91 -1.53 -1.07
C -0.09 0.57 0.28
H 0.09 -0.10 -1.41
H -0.01 0.38 0.32
H -0.64 0.36 -0.12
H 0.28 0.17 -0.27
H -0.52 -1.37 0.68
H -0.56 -0.64 -1.12
H 0.44 0.51 1.55
H 0.54 0.08 0.25
H 1.23 0.18 -0.21
H -0.42 -0.79 0.08
H 0.46 -0.64 0.07
H 0.58 0.58 -0.92
H 0.55 0.09 -0.12
H -0.30 0.22 0.35
N -1.49 0.91 0.41
C 4.19 -0.89 0.67
C -0.70 0.65 -0.58
C -1.12 1.43 -0.93
C -1.57 -0.26 -0.24
C 2.23 1.89 1.17
C -2.31 -0.95 -0.35
S 1.34 0.66 -1.46
O -1.20 0.54 -0.26
O 0.86 -1.08 2.27
N 2.71 -1.91 -0.37
C 0.37 -0.88 -0.85
N 0.80 -0.07 -0.87
C -0.47 -0.23 0.57
C -1.08 1.38 0.87
C 1.59 -1.10 1.19
N -2.05 1.77 0.65
H -0.70 -0.59 -0.24
H 0.58 -0.88 0.66
H 0.42 1.09 -0.67
H -0.34 -0.64 -0.13
H -0.41 -1.10 0.28
H 0.57 -0.04 -0.11
H -0.16 0.12 0.20
H 0.34 -0.34 -0.51
H -0.22 -0.15 -0.06
C -2.56 0.50 -0.30
N 0.49 -0.18 -0.86
C 0.67 -0.66 -0.86
Se -0.47 0.22 0.53
N 3.07 1.21 -0.66
C -2.74 0.00 1.51
C 1.26 -0.04 -0.67
C 0.23 -1.35 -1.37
C 0.64 -0.48 -0.28
C -1.11 0.17 1.38
C 0.36 0.58 0.66
H 0.94 -0.44 0.41
H -0.10 -0.42 0.01
H 0.57 0.33 0.14
H -2.08 -0.51 0.29
H 0.18 0.10 -0.06
H -0.13 0.67 0.59
H -0.33 0.00 -0.20
H 0.64 0.28 -0.42

# 3
DFT (ωB97M-V/def2-TZVPD) results for a molecular structure, C8H32B4CaO2.

The calculation puts the lowest unoccupied orbital energy at 4.71 eV. The value obtained for the HOMO-LUMO gap is 6.40 eV. As for the net charge: -2. The energy above the lowest of the compared OMol25 structures with the same formula, charge and spin is 36.95 kcal/mol. The HOMO energy is -1.69 eV.

Geometry (Å):
Ca: -0.452 0.605 0.844
B: -2.579 0.439 1.941
H: -2.563 0.204 0.840
H: -2.496 1.561 2.034
H: -3.572 0.070 2.426
H: -1.728 -0.130 2.404
B: 1.103 -0.883 2.365
H: 1.860 -1.635 1.885
H: 1.329 0.143 1.953
H: 0.111 -1.170 1.898
H: 1.029 -0.903 3.521
B: -1.163 2.397 -0.877
H: -1.730 2.795 -1.814
H: -0.355 3.075 -0.400
H: -1.939 2.279 -0.059
H: -0.837 1.344 -1.127
B: 0.072 2.580 2.588
H: 0.463 3.308 3.411
H: -0.277 1.624 3.088
H: -0.868 3.042 2.087
H: 0.819 2.337 1.772
C: -1.593 -3.482 -1.167
C: -2.413 -2.411 -1.876
C: -1.814 -1.079 -1.423
O: -0.874 -1.374 -0.383
C: -1.076 -2.698 0.066
H: -0.809 -3.872 -1.817
H: -2.239 -4.270 -0.776
H: -3.455 -2.522 -1.568
H: -2.379 -2.426 -2.968
H: -2.589 -0.418 -1.033
H: -1.309 -0.578 -2.248
H: -1.789 -2.785 0.890
H: -0.118 -3.066 0.434
C: 3.439 1.375 -1.549
C: 3.223 -0.067 -2.050
C: 2.481 -0.642 -0.840
O: 1.602 0.414 -0.457
C: 2.081 1.699 -0.904
H: 3.670 2.030 -2.392
H: 4.261 1.384 -0.831
H: 4.201 -0.492 -2.278
H: 2.568 0.071 -2.913
H: 3.149 -0.737 0.020
H: 1.942 -1.560 -1.058
H: 2.212 2.312 -0.016
H: 1.400 2.111 -1.642

Cartesian forces, eV/Å:
Ca 0.55 1.54 0.97
B -2.18 -0.41 1.02
H -0.57 -0.75 -2.51
H 0.27 1.83 0.29
H -1.34 -0.56 0.50
H 1.58 -1.14 1.37
B 0.74 -0.91 0.36
H 1.22 -1.09 -0.35
H 1.08 1.84 -0.20
H -1.97 -1.06 -0.46
H 0.05 -0.12 1.36
B -0.56 1.16 -0.54
H -0.43 0.76 -1.31
H 1.23 0.74 0.07
H -1.52 -0.16 1.33
H 1.12 -2.01 -1.03
B -0.70 1.14 0.58
H 0.84 0.95 0.92
H -0.43 -1.84 0.99
H -1.01 0.76 -0.60
H 1.93 -0.28 -1.61
C -0.16 0.44 0.65
C -0.29 0.10 -0.21
C -0.55 -0.09 -0.10
O -0.19 -0.29 -0.64
C 0.55 -0.78 -0.45
H 0.15 -0.09 0.25
H 0.17 -0.33 -0.39
H -0.02 0.26 -0.05
H -0.05 -0.43 0.02
H 0.14 0.13 -0.02
H 0.21 0.08 0.21
H -0.14 0.44 -0.03
H 0.00 0.08 0.06
C -0.13 -0.18 -0.29
C 0.12 1.19 0.74
C 0.46 0.95 -0.17
O -0.64 0.00 -0.78
C 1.38 -0.80 -0.05
H 0.08 0.19 0.18
H -0.05 0.17 0.05
H -0.26 -0.48 -0.22
H 0.05 -0.75 -0.18
H 0.20 -0.71 -0.17
H -0.25 0.05 0.29
H -0.43 0.31 -0.13
H -0.24 0.16 0.28

# 4
DFT (ωB97M-V/def2-TZVPD) results for 7 unconnected molecules or ions with the total composition C38H68IO9PS6.

The calculation puts the lowest unoccupied orbital energy at -0.34 eV. The value obtained for the HOMO-LUMO gap is 7.76 eV. The HOMO energy is -8.10 eV.

Geometry (Å):
C: -2.899 1.428 -2.065
C: -2.178 2.619 -1.390
C: -1.021 2.044 -0.511
C: -0.678 3.015 0.649
C: -1.326 2.640 2.000
C: -1.236 1.150 2.398
C: 0.191 0.543 2.347
C: 1.227 1.513 2.958
C: 2.498 0.915 3.522
C: 2.788 1.108 4.868
P: 1.607 2.030 5.946
C: 0.434 0.747 6.564
O: 2.543 2.518 7.243
C: 3.949 0.626 5.415
C: 4.835 -0.044 4.646
C: 4.564 -0.284 3.330
C: 3.403 0.193 2.775
C: 3.220 -0.129 1.295
O: 2.784 0.687 0.479
C: 3.681 -1.534 0.895
C: 4.845 -1.993 1.454
C: 5.390 -3.245 1.128
C: 4.689 -3.976 0.227
C: 3.512 -3.541 -0.301
C: 2.984 -2.327 0.011
C: 1.669 -1.893 -0.622
I: 1.986 -0.853 -2.469
C: 0.707 -3.093 -0.759
C: -0.706 -2.694 -1.216
C: 5.515 -1.040 2.451
O: 6.745 -0.908 2.513
H: -3.523 0.930 -1.314
H: -2.124 0.720 -2.384
H: -3.516 1.770 -2.896
H: -1.709 3.227 -2.172
H: -2.866 3.214 -0.782
H: -0.144 2.014 -1.176
H: -1.198 1.007 -0.209
H: 0.407 3.161 0.690
H: -1.097 3.990 0.360
H: -2.362 2.999 2.046
H: -0.783 3.197 2.780
H: -1.900 0.597 1.718
H: -1.664 0.980 3.397
H: 0.409 0.265 1.310
H: 0.202 -0.400 2.917
H: 1.545 2.182 2.146
H: 0.737 2.166 3.684
H: -0.397 1.209 7.108
H: 0.903 0.024 7.253
H: -0.004 0.170 5.741
H: 2.418 1.924 8.003
H: 4.166 0.819 6.462
H: 5.776 -0.401 5.064
H: 6.314 -3.626 1.545
H: 5.086 -4.950 -0.051
H: 3.024 -4.192 -1.015
H: 1.195 -1.239 0.119
H: 1.109 -3.848 -1.439
H: 0.603 -3.563 0.229
H: -0.690 -1.995 -2.058
H: -1.296 -2.276 -0.384
H: -1.226 -3.616 -1.512
C: -6.908 5.121 -2.475
S: -6.434 3.394 -2.644
O: -5.175 3.206 -1.874
C: -5.991 3.497 -4.382
H: -7.187 5.296 -1.437
H: -6.067 5.762 -2.742
H: -7.762 5.327 -3.121
H: -5.210 4.246 -4.523
H: -6.875 3.757 -4.965
H: -5.621 2.524 -4.697
C: 4.756 -0.666 -6.113
S: 3.992 0.673 -5.186
O: 2.687 0.964 -5.838
C: 5.147 1.948 -5.710
H: 4.163 -1.566 -5.958
H: 4.774 -0.417 -7.174
H: 5.769 -0.830 -5.744
H: 5.141 2.027 -6.798
H: 6.146 1.699 -5.353
H: 4.829 2.893 -5.274
C: 0.818 -0.981 -7.642
S: -0.381 -0.060 -8.610
O: -1.513 0.276 -7.711
C: -0.906 -1.449 -9.629
H: 1.252 -0.310 -6.900
H: 0.326 -1.814 -7.137
H: 1.606 -1.351 -8.300
H: -1.288 -2.249 -8.994
H: -0.061 -1.806 -10.220
H: -1.695 -1.104 -10.295
C: -5.557 -3.075 1.232
S: -3.906 -2.766 0.590
O: -3.353 -1.604 1.338
C: -4.440 -2.165 -1.018
H: -5.463 -3.426 2.258
H: -6.138 -2.154 1.214
H: -6.044 -3.842 0.628
H: -5.097 -1.305 -0.893
H: -4.960 -2.964 -1.548
H: -3.556 -1.871 -1.581
C: 5.166 -4.768 6.340
S: 5.035 -3.757 4.858
O: 4.459 -4.603 3.783
C: 6.801 -3.606 4.544
H: 4.159 -5.002 6.680
H: 5.699 -5.692 6.111
H: 5.692 -4.210 7.115
H: 7.238 -4.597 4.413
H: 7.275 -3.091 5.381
H: 6.940 -3.023 3.637
C: -7.414 2.395 3.134
S: -7.219 3.188 1.531
O: -7.749 2.251 0.506
C: -5.425 3.082 1.482
H: -8.479 2.321 3.350
H: -6.976 1.398 3.106
H: -6.929 3.000 3.900
H: -5.113 2.040 1.561
H: -5.006 3.665 2.304
H: -5.087 3.492 0.531

Cartesian forces, eV/Å:
C 0.33 0.50 0.44
C 0.42 -1.50 0.07
C 0.28 1.26 -0.59
C -0.65 -0.37 -0.42
C 1.04 0.01 0.65
C -0.38 -0.15 -0.49
C -0.48 -0.01 0.41
C 0.29 0.03 -1.23
C -1.15 0.60 0.23
C -1.01 -0.05 0.96
P -0.45 1.48 -0.73
C 0.38 -0.49 0.61
O -0.61 -1.22 0.23
C -0.06 0.49 1.16
C 1.99 -0.74 0.33
C 0.76 -0.47 -0.69
C -0.45 -0.41 -1.90
C -0.43 0.86 -0.75
O 0.61 -1.48 1.44
C -0.68 1.45 0.46
C 1.75 0.40 1.40
C 0.16 1.45 0.56
C 0.90 -1.65 -0.16
C -0.39 -0.99 -1.01
C -1.19 0.81 -1.15
C -0.21 -0.92 1.34
I -0.07 -0.08 0.18
C -0.38 0.46 -0.37
C -0.10 -0.47 0.32
C 1.58 -0.47 -0.49
O -2.18 -0.43 0.19
H -0.03 0.02 -0.23
H -0.25 0.05 -0.25
H 0.07 -0.31 0.06
H -0.30 0.24 0.27
H 0.03 -0.02 -0.25
H -0.11 -0.26 0.19
H -0.19 0.23 0.16
H -0.16 -0.20 0.38
H 0.27 -0.08 0.09
H 0.09 -0.27 -0.12
H -0.33 0.17 -0.17
H 0.25 -0.17 0.24
H 0.12 0.30 -0.11
H 0.24 0.31 0.22
H -0.12 0.15 -0.11
H -0.08 -0.04 0.23
H 0.17 -0.31 0.11
H 0.23 0.15 -0.16
H -0.01 0.07 -0.22
H 0.25 0.24 -0.05
H 0.31 0.26 -0.21
H 0.00 -0.06 -0.12
H -0.15 0.05 -0.09
H -0.10 0.27 0.07
H -0.19 0.09 -0.05
H -0.08 0.13 0.07
H 0.05 0.41 -0.71
H -0.04 0.16 0.02
H 0.28 0.07 -0.12
H -0.05 -0.13 0.11
H 0.36 0.15 -0.28
H -0.01 0.28 -0.12
C 0.04 0.14 0.00
S -0.29 -0.15 0.10
O -0.14 0.31 -0.04
C 0.16 0.11 -0.11
H -0.01 -0.10 0.00
H 0.03 -0.06 0.00
H -0.01 -0.04 0.02
H 0.01 -0.01 0.04
H -0.02 -0.03 0.04
H -0.01 -0.04 0.05
C 0.06 -0.06 -0.12
S 0.14 0.00 0.12
O 0.04 0.01 -0.06
C 0.06 0.08 -0.12
H -0.03 0.05 0.07
H -0.04 0.06 0.02
H -0.02 0.00 0.04
H -0.05 -0.04 0.01
H -0.03 -0.02 0.04
H -0.06 -0.06 0.04
C 0.05 -0.12 0.17
S 0.12 0.04 -0.01
O -0.07 -0.09 -0.01
C -0.06 -0.12 -0.05
H -0.05 0.06 -0.11
H -0.09 0.02 -0.06
H -0.02 0.04 -0.04
H 0.01 0.05 0.05
H 0.01 0.03 0.01
H 0.02 0.06 0.04
C -0.12 0.01 0.05
S -0.04 -0.09 -0.08
O -0.03 0.06 -0.01
C -0.05 0.05 -0.08
H 0.08 0.00 -0.02
H 0.04 0.06 -0.03
H 0.04 0.00 0.00
H 0.01 0.04 0.07
H 0.03 -0.03 0.03
H 0.04 -0.01 0.06
C 0.13 -0.14 0.04
S -0.06 0.28 0.07
O 0.07 -0.17 0.02
C 0.10 -0.22 0.08
H -0.02 0.05 -0.07
H -0.01 0.02 -0.05
H -0.02 0.03 -0.03
H -0.07 -0.03 0.03
H -0.04 0.02 -0.01
H -0.03 0.06 0.05
C -0.03 -0.07 0.11
S 0.18 0.07 -0.02
O -0.03 -0.04 0.03
C 0.13 0.04 0.01
H 0.00 0.04 -0.06
H 0.03 -0.01 -0.07
H 0.00 0.02 -0.03
H -0.06 -0.04 -0.02
H -0.06 0.01 0.02
H -0.10 -0.07 -0.05

# 5
DFT (ωB97M-V/def2-TZVPD) results for a molecular structure, C11H17N3NiO4.

The calculation puts the lowest unoccupied orbital energy (spin up / spin down) at -0.12 / 0.04 eV. The value obtained for the HOMO-LUMO gap (spin up / spin down) is 4.96 / 7.88 eV. The spin multiplicity is 3. The HOMO energy (spin up / spin down) is -5.08 / -7.83 eV.

Geometry (Å):
Ni: -0.057 0.076 -0.172
O: -0.744 3.579 -1.540
C: -0.590 2.426 -0.867
O: -0.103 1.407 -1.356
C: -1.044 2.433 0.528
C: -1.612 3.357 1.362
C: -1.896 2.920 2.675
C: -1.604 1.598 3.088
C: -1.033 0.757 2.162
N: -0.790 1.221 0.949
C: -0.598 -0.680 2.251
O: -0.756 -1.294 3.353
O: -0.099 -1.123 1.150
H: -0.381 3.333 -2.417
H: -1.829 4.362 1.031
H: -2.348 3.607 3.386
H: -1.813 1.243 4.090
N: 1.366 0.102 -1.367
C: 2.411 -0.883 -1.100
C: 1.969 -2.324 -1.351
C: 0.847 -2.777 -0.415
C: -0.562 -2.516 -0.940
N: -0.788 -1.137 -1.360
H: 1.194 0.135 -2.311
H: 1.849 1.120 -1.120
H: 2.739 -0.775 -0.060
H: 3.278 -0.658 -1.732
H: 2.841 -2.967 -1.173
H: 1.686 -2.469 -2.400
H: 0.969 -2.315 0.573
H: 0.943 -3.859 -0.259
H: -1.277 -2.767 -0.147
H: -0.780 -3.185 -1.780
H: -1.916 -0.970 -1.280
H: -0.564 -1.053 -2.273
H: 1.090 0.076 0.822

Cartesian forces, eV/Å:
Ni 4.20 -1.13 1.12
O 0.68 -0.19 -1.67
C -2.72 3.62 3.98
O -2.70 4.45 -4.39
C 1.30 0.38 -4.30
C -1.10 0.79 2.80
C 0.22 0.61 -1.31
C -0.14 -0.11 0.64
C -0.17 0.66 -0.21
N -1.74 -1.18 3.83
C -1.20 -1.04 4.29
O 0.65 1.23 -3.28
O -1.49 -2.20 4.37
H -0.34 0.73 0.24
H -0.02 0.01 0.08
H 0.07 -0.06 -0.16
H 0.00 0.09 -0.12
N 8.26 0.43 2.75
C 1.18 -0.56 -0.75
C 0.09 -0.01 0.30
C 0.59 -0.82 -0.29
C -0.05 -1.32 0.35
N -7.35 -1.72 2.09
H -0.69 0.16 -2.66
H -1.62 -3.58 -1.07
H -0.14 -0.06 -0.16
H 0.19 -0.19 0.02
H -0.09 0.17 -0.14
H 0.07 0.06 -0.08
H 0.25 -0.75 -0.79
H -0.14 0.08 -0.15
H 0.21 0.10 -0.19
H 0.07 -0.04 0.02
H 3.48 -0.57 -0.75
H 0.69 0.62 -3.69
H -0.47 1.35 -0.73

no.,strongest force on any atom (eV Å⁻¹)
1,2.7
2,4.3
3,2.7
4,2.3
5,8.7